1.
DFT (the ωB97M-V functional and the def2-TZVPD basis) results for a cluster of 2 separate species, C2H9N3 in total.

Values from the calculation:
- Energy above the lowest of the compared OMol25 structures with the same formula, charge and spin: 60.78 kcal/mol
- Frontier orbital gap: 9.89 eV
- LUMO: 0.0287 hartree
- Largest force on an atom: 4.47 eV/Å

Geometry as XYZ:
```
14
Properties=species:S:1:pos:R:3:nbo_charge:R:1
C 2.319 -0.286 0.192 -0.043
N 2.424 0.905 -0.357 -0.640
H 1.924 -1.233 -0.271 0.176
H 2.196 -0.276 1.390 0.148
H 3.107 1.523 0.073 0.357
N -0.979 -0.700 1.061 -0.840
C -1.067 -0.442 -0.390 -0.059
N -1.644 0.842 -0.741 -0.864
H -1.945 -0.734 1.498 0.353
H -0.489 0.149 1.373 0.357
H -1.682 -1.199 -0.877 0.152
H -0.044 -0.599 -0.752 0.184
H -2.680 0.896 -0.584 0.354
H -1.441 1.155 -1.618 0.362
```



2.
DFT (the ωB97M-V functional and the def2-TZVPD basis) results for the molecule C3H2O3.

Values from the calculation:
- Energy above the lowest of the compared OMol25 structures with the same formula, charge and spin: 60.52 kcal/mol
- Frontier orbital gap: 8.70 eV
- LUMO: -0.0433 hartree
- Largest force on an atom: 3.34 eV/Å

Geometry as XYZ:
```
8
Properties=species:S:1:pos:R:3:nbo_charge:R:1
O -0.233 -1.798 -1.070 -0.491
C -0.732 -1.092 -0.220 0.260
C -0.241 0.434 -0.285 0.417
O -0.609 1.176 -1.159 -0.438
C 0.870 0.886 0.677 0.339
O 1.302 0.145 1.520 -0.451
H -1.371 -1.876 0.202 0.218
H 1.223 1.931 0.535 0.146
```



3.
DFT (the ωB97M-V functional and the def2-TZVPD basis) results for a cluster of 4 separate species, C3H14NO3 in total.

Values from the calculation:
- Energy above the lowest of the compared OMol25 structures with the same formula, charge and spin: 149.01 kcal/mol
- Frontier orbital gap: 5.33 eV
- LUMO: -0.3269 hartree
- Total charge: +1
- Largest force on an atom: 4.57 eV/Å

Geometry as XYZ:
```
21
Properties=species:S:1:pos:R:3:nbo_charge:R:1
C -1.711 -0.483 0.046 0.208
C -1.242 -1.861 -0.315 -0.093
C -1.487 -2.308 -1.799 -0.571
O 0.280 -2.017 -0.205 -0.650
N 0.786 1.310 0.337 -1.020
H -1.696 0.282 -0.766 0.241
H -2.595 -0.405 0.722 0.245
H -1.479 -2.666 0.397 0.241
H -1.005 -3.236 -2.142 0.292
H -1.156 -1.519 -2.431 0.225
H -2.595 -2.304 -1.827 0.223
H 0.612 -1.969 0.674 0.510
H 1.397 1.115 -0.428 0.401
H -0.188 0.926 0.372 0.317
H 0.759 2.329 0.093 0.417
H 1.310 5.773 -0.330 0.492
H 2.508 4.930 -1.027 0.486
O 1.711 4.852 -0.456 -0.977
H 0.199 -0.904 2.633 0.454
H 0.840 0.067 1.714 0.486
O 1.037 -0.795 2.210 -0.930
```